(1)
C45H45AuN3O3Te as an isolated structure. Source: the OMol25 dataset; level of theory: ωB97M-V/def2-TZVPD.

Output
spin multiplicity	4
HOMO (alpha / beta)	-0.2624 / -0.2808	Ha
gap between HOMO and LUMO (alpha / beta)	7.46 / 6.18	eV
relative energy (zero: lowest compared OMol25 entry of this formula, charge and spin)	0.0	kJ/mol
electronic energy	-68990.314	eV
<S²>	3.77

```
98
C45H45AuN3O3Te ωB97M-V/def2-TZVPD
Au 1.30 2.14 -0.48
C 4.48 1.22 0.11
N 3.52 2.28 -0.11
C 3.85 3.52 0.01
C 2.87 4.54 -0.08
C 2.96 5.93 -0.16
C 1.65 6.39 -0.32
C 0.82 5.26 -0.34
N 1.56 4.15 -0.19
C 4.03 0.32 1.24
C 3.67 -1.00 1.01
C 3.25 -1.81 2.06
C 3.19 -1.31 3.35
C 3.53 0.02 3.58
C 3.95 0.82 2.54
H 5.45 1.66 0.36
H 4.59 0.64 -0.80
H 4.89 3.80 0.19
H 3.86 6.52 -0.10
H 1.32 7.41 -0.41
H -0.25 5.21 -0.44
H 3.72 -1.40 0.01
H 2.98 -2.84 1.86
H 2.86 -1.94 4.16
H 3.48 0.42 4.59
H 4.21 1.86 2.73
C -2.60 3.71 0.55
C -1.61 2.61 0.81
O -1.05 2.11 -0.20
C -1.38 2.14 2.16
C -2.15 2.68 3.22
C -2.02 2.25 4.50
C -1.08 1.23 4.79
C -0.31 0.69 3.81
C -0.41 1.12 2.45
O 0.36 0.59 1.57
H -2.60 3.94 -0.51
H -2.35 4.61 1.12
H -3.61 3.40 0.84
H -2.87 3.46 3.00
H -2.62 2.67 5.29
H -0.98 0.88 5.81
H 0.41 -0.09 4.02
C -4.98 -3.22 3.92
C -3.98 -2.67 2.93
C -4.38 -1.87 1.87
C -3.46 -1.36 0.95
C -3.95 -0.49 -0.17
C -2.12 -1.70 1.12
Te -0.57 -0.75 -0.28
N 1.00 0.30 -1.28
C 1.76 -0.66 -1.80
O 1.54 -1.88 -1.61
C 2.92 -0.26 -2.67
C 3.95 -1.18 -2.86
C 5.06 -0.84 -3.62
C 5.13 0.42 -4.21
C 4.09 1.32 -4.05
C 2.99 0.99 -3.28
C -1.46 -1.62 -2.04
C -1.56 -3.02 -2.11
C -1.00 -3.94 -1.05
C -2.18 -3.59 -3.21
C -2.68 -2.83 -4.25
C -3.35 -3.47 -5.44
C -2.53 -1.45 -4.19
C -1.93 -0.83 -3.10
C -1.81 0.67 -3.14
C -1.68 -2.47 2.19
C -0.23 -2.82 2.42
C -2.63 -2.95 3.08
H -5.95 -2.73 3.81
H -4.63 -3.09 4.94
H -5.12 -4.29 3.75
H -5.43 -1.62 1.76
H -4.89 0.00 0.10
H -4.13 -1.08 -1.08
H -3.22 0.28 -0.42
H 3.87 -2.15 -2.40
H 5.86 -1.55 -3.76
H 5.99 0.69 -4.81
H 4.14 2.30 -4.52
H 2.18 1.69 -3.15
H -0.14 -3.48 -0.56
H -0.68 -4.87 -1.50
H -1.76 -4.17 -0.29
H -2.26 -4.68 -3.26
H -3.36 -4.56 -5.35
H -2.83 -3.21 -6.36
H -4.38 -3.13 -5.53
H -2.90 -0.84 -5.00
H -2.74 1.12 -3.50
H -1.01 0.97 -3.82
H -1.58 1.09 -2.17
H 0.44 -2.12 1.91
H -0.01 -3.83 2.05
H 0.01 -2.80 3.48
H -2.30 -3.56 3.92
```

***

(2)
A 15-piece molecular cluster, C45H45F15O45 overall at a distorted geometry. Source: the OMol25 dataset; level of theory: ωB97M-V/def2-TZVPD.

Output
spin multiplicity	1
HOMO	-0.4005	Ha
gap between HOMO and LUMO	11.05	eV
relative energy (zero: lowest compared OMol25 entry of this formula, charge and spin)	54.6	kJ/mol
electronic energy	-180297.025	eV

```
150
C45H45F15O45 ωB97M-V/def2-TZVPD
C 6.24 2.34 0.50
C 6.43 2.96 1.96
O 6.10 2.00 2.87
C 5.27 1.06 2.16
O 4.55 0.31 2.73
O 5.31 1.28 0.83
F 5.51 4.05 2.10
H 7.20 1.87 0.22
H 5.82 2.97 -0.21
H 7.33 3.44 2.15
C 0.94 -4.37 4.66
C 2.08 -3.77 5.52
O 3.25 -3.84 4.72
C 2.98 -4.52 3.55
O 3.72 -4.75 2.62
O 1.66 -4.90 3.50
F 2.31 -4.54 6.65
H 0.25 -3.61 4.28
H 0.40 -5.16 5.13
H 2.02 -2.73 5.93
C -5.68 -0.28 -1.94
C -7.09 0.37 -2.28
O -8.02 -0.66 -2.12
C -7.40 -1.76 -1.66
O -8.01 -2.74 -1.38
O -6.06 -1.65 -1.63
F -7.19 0.77 -3.58
H -5.20 0.11 -1.07
H -5.12 -0.31 -2.86
H -7.37 1.20 -1.59
C 0.46 -1.84 -3.86
C 0.79 -3.14 -3.07
O -0.43 -3.58 -2.60
C -1.41 -2.57 -2.83
O -2.51 -2.72 -2.43
O -0.84 -1.52 -3.45
F 1.63 -2.74 -2.00
H 0.45 -1.99 -4.95
H 1.12 -1.02 -3.63
H 1.30 -3.93 -3.60
C -1.18 4.08 -2.48
C -0.19 5.15 -2.18
O -0.96 6.23 -1.87
C -2.23 6.03 -2.37
O -3.00 6.97 -2.42
O -2.46 4.75 -2.65
F 0.45 5.45 -3.44
H -1.27 3.37 -1.65
H -1.03 3.53 -3.42
H 0.59 5.06 -1.43
C 1.75 -6.82 0.27
C 1.85 -5.47 -0.55
O 0.93 -4.66 0.13
C 0.15 -5.40 0.95
O -0.78 -4.93 1.53
O 0.59 -6.63 1.12
F 1.40 -5.57 -1.84
H 2.54 -7.14 0.93
H 1.67 -7.68 -0.44
H 2.87 -4.88 -0.61
C 3.95 0.51 -6.87
C 2.55 0.03 -6.41
O 2.82 -1.03 -5.62
C 4.13 -1.49 -5.83
O 4.58 -2.44 -5.30
O 4.76 -0.69 -6.66
F 1.76 -0.45 -7.43
H 4.30 1.34 -6.26
H 3.95 0.81 -7.92
H 1.95 0.76 -5.94
C 5.97 -1.48 -1.29
C 5.01 -2.20 -0.41
O 3.75 -1.80 -0.83
C 3.89 -0.70 -1.61
O 3.02 -0.02 -2.02
O 5.15 -0.44 -1.86
F 5.12 -1.85 0.90
H 6.36 -2.15 -2.06
H 6.79 -1.02 -0.66
H 5.15 -3.31 -0.39
C 4.67 2.75 -2.59
C 4.35 2.06 -3.86
O 5.31 1.17 -4.12
C 6.38 1.39 -3.26
O 7.34 0.66 -3.19
O 6.16 2.46 -2.54
F 4.30 3.01 -4.87
H 4.23 2.21 -1.78
H 4.43 3.81 -2.57
H 3.34 1.50 -3.89
C 1.93 4.58 2.78
C 2.34 3.14 2.85
O 2.60 2.79 1.52
C 2.78 3.91 0.77
O 3.09 3.92 -0.40
O 2.48 4.99 1.54
F 1.25 2.36 3.29
H 2.48 5.24 3.48
H 0.81 4.67 2.77
H 3.10 2.77 3.54
C -3.90 -3.39 1.11
C -2.72 -2.79 1.78
O -2.73 -3.33 3.09
C -3.99 -3.90 3.34
O -4.38 -4.38 4.34
O -4.74 -3.90 2.20
F -2.96 -1.43 1.93
H -3.70 -4.16 0.36
H -4.45 -2.64 0.61
H -1.72 -2.90 1.43
C -1.37 0.91 4.91
C -0.65 -0.03 5.81
O 0.13 -0.84 5.01
C -0.41 -0.72 3.70
O -0.03 -1.42 2.80
O -1.26 0.33 3.58
F -1.45 -0.82 6.53
H -0.97 1.91 4.97
H -2.42 0.98 5.25
H -0.02 0.48 6.58
C -9.50 0.91 2.53
C -9.37 0.45 1.05
O -8.05 0.82 0.70
C -7.65 1.73 1.59
O -6.67 2.41 1.48
O -8.47 1.85 2.65
F -10.23 1.20 0.39
H -9.42 0.03 3.21
H -10.51 1.36 2.62
H -9.55 -0.56 0.72
C 0.14 -0.64 -0.06
C 0.30 0.93 -0.02
O -1.07 1.40 -0.18
C -1.93 0.33 -0.10
O -3.10 0.53 -0.04
O -1.34 -0.81 -0.19
F 1.07 1.36 -1.08
H 0.30 -1.17 0.89
H 0.58 -0.95 -0.99
H 0.63 1.44 0.87
C -4.11 3.17 1.93
C -4.17 3.85 0.59
O -2.81 3.82 0.25
C -2.07 3.78 1.35
O -0.87 4.00 1.41
O -2.80 3.36 2.39
F -4.56 5.08 0.53
H -4.33 2.11 1.71
H -4.79 3.66 2.67
H -4.78 3.32 -0.13
```

***

Question: Number 2 is which compound?
Answer: C45H45F15O45

***

Question: Which value of spin multiplicity does entry 1 give?
Answer: 4

***

Question: Which value of electronic energy does entry 2 give?
Answer: -180297.025 eV